Here is a gas-phase ion, C5H11N2O2S (charge +1) in a non-equilibrium geometry from the Open Molecules 2025 dataset. Energies are from ωB97M-V/def2-TZVPD.

XYZ file:
```
21
Properties=species:S:1:pos:R:3:forces:R:3:lowdin_charge:R:1
C -0.531351 0.109245 -0.062164 -1.957 0.694 -0.201 -0.209
C 0.461848 0.990980 -0.018010 0.809 0.064 -1.452 -0.330
C -0.455031 -1.321779 0.342575 -0.272 0.869 -1.109 -0.247
C -0.146323 -2.434979 -0.582728 0.400 -0.120 -1.011 -0.354
C 0.458288 2.464612 -0.300940 2.617 0.416 0.350 -0.058
N -3.473409 -0.209791 0.507552 1.386 1.295 0.074 -0.354
N 1.931938 0.570236 0.200259 -0.183 -1.259 4.376 0.209
O -1.447829 -2.255149 -0.107344 0.256 0.096 0.064 0.035
O 0.641844 -3.467395 -0.150332 -0.091 -0.466 0.718 0.043
S -2.521895 0.884449 -0.198642 2.250 -0.591 -0.632 0.898
H -0.283318 -1.299119 1.391008 0.446 -1.062 0.937 0.150
H -0.018545 -2.295279 -1.686607 -0.326 0.387 0.963 0.181
H 1.354557 2.852655 -1.016143 -1.912 -1.112 1.835 0.146
H 0.527004 2.945853 0.717504 -0.118 0.193 -1.277 0.112
H -0.419247 2.713062 -0.822807 -1.242 0.593 -0.325 0.040
H -3.352516 -0.206506 1.459724 -0.139 -0.043 2.607 0.011
H -4.189546 -0.807323 0.238954 -0.883 -1.164 -1.787 0.049
H 2.363244 1.113327 1.073379 -1.140 -1.263 -2.257 0.231
H 2.571107 0.684915 -0.542940 0.589 0.746 -1.580 0.133
H 2.045640 -0.457291 0.443104 -0.493 1.242 -0.157 0.183
H 0.226828 -4.342515 -0.246243 0.005 0.483 -0.138 0.131
```
Positions in Å, forces in eV/Å.

## Properties
HOMO energy   -0.449 hartree
Lowest unoccupied orbital energy   -3.630 eV
ΔE to the lowest compared entry with this formula, charge and spin   324.9 kJ/mol
Orbital gap   8.59 eV
Charge   +1
Structure (SMILES)   C/C([NH3+])=C(\SN)[C@H]1O[C@@H]1O

Here is a molecular structure, C10H26CdClN2O3 in a non-equilibrium geometry from the Open Molecules 2025 dataset. Energies are from ωB97M-V/def2-TZVPD.

XYZ file:
```
43
Properties=species:S:1:pos:R:3:forces:R:3:lowdin_charge:R:1
Cd -0.019924 0.253135 -0.502141 -1.652 -0.284 0.822 1.309
Cl -0.376074 0.123405 -2.990650 -0.189 -0.236 -1.287 0.362
C -0.391852 -0.440725 2.764152 -1.449 -0.419 -0.675 -0.011
O -0.957952 0.130035 1.558174 1.975 0.303 -0.710 -0.349
C -2.068176 0.948723 1.758272 -0.131 0.844 -0.532 -0.182
C -2.464196 1.724857 0.440457 -0.419 -1.588 0.233 -0.124
N -1.294732 1.998372 -0.450431 -2.145 1.366 1.716 -0.156
C -0.540792 3.124869 0.053164 0.542 0.910 0.529 -0.204
C 0.745064 3.154695 -0.683440 1.184 0.407 -0.727 -0.157
O 1.342648 1.830598 -0.815253 0.183 1.530 0.523 -0.368
C 2.471422 1.727267 -1.651597 1.541 1.198 -0.263 -0.099
H 0.436309 -1.102129 2.509610 -0.317 0.035 -0.150 0.073
H -1.301502 -0.984958 3.017994 0.727 -0.594 1.552 0.110
H -0.028974 0.273387 3.503387 -0.406 0.258 -0.114 0.111
H -1.776699 1.682395 2.509846 -0.418 0.125 0.226 0.129
H -2.875041 0.307347 2.112820 -0.432 0.405 0.060 0.141
H -3.076129 2.550310 0.804137 0.490 0.651 -0.366 0.136
H -3.140292 1.175288 -0.214510 -0.125 -0.489 0.377 0.118
H -1.650019 2.396028 -1.308187 -0.450 -0.652 -0.516 0.119
H -0.407801 3.212229 1.131495 -0.147 -0.805 0.091 0.143
H -1.048067 4.047920 -0.227452 -0.073 0.201 0.175 0.150
H 1.408644 3.856574 -0.178348 0.381 -0.146 -0.288 0.152
H 0.485471 3.529099 -1.673655 0.579 -0.033 -0.381 0.138
H 3.335614 2.187848 -1.172922 -0.081 0.590 0.024 0.109
H 2.272302 2.239406 -2.592964 0.146 -0.199 -0.162 0.106
H 2.881641 0.729765 -1.809103 -1.066 -0.417 -0.054 0.086
C 2.482128 -2.987857 -0.483409 0.624 -2.082 -1.103 -0.041
C 1.310904 -2.039119 -0.690954 1.663 -2.508 -0.421 -0.468
C 0.015010 -2.626089 -0.181259 -0.537 -1.002 -1.127 -0.170
O -1.091361 -1.776705 -0.512294 0.557 -0.269 -0.541 -0.332
C -2.372146 -2.399992 -0.505544 -0.809 -0.131 0.695 -0.049
N 1.644916 -0.870294 0.066976 1.748 -0.264 1.829 -0.024
H 2.333257 -3.954299 -0.964995 -0.431 -0.111 -0.160 0.101
H 2.815775 -3.306666 0.504079 -0.518 0.642 0.553 0.107
H 3.382309 -2.669567 -1.009202 -0.027 0.611 0.062 0.101
H 1.312342 -1.903590 -1.772499 -0.516 0.495 -0.046 0.123
H 0.046558 -2.877810 0.878814 -0.034 0.286 0.254 0.145
H -0.129339 -3.565331 -0.715202 0.020 -0.174 0.032 0.148
H -2.521978 -2.889848 0.456588 -0.102 0.150 0.182 0.106
H -2.572214 -3.169984 -1.250644 0.719 0.107 -0.417 0.108
H -3.121434 -1.620642 -0.644366 0.136 0.018 0.110 0.097
H 1.874742 -1.365975 0.916435 -1.172 0.350 1.570 0.095
H 2.629638 -0.651974 0.014619 0.433 0.920 -1.575 0.110
```
Positions in Å, forces in eV/Å.

## Properties
HOMO energy (spin up / spin down)   -0.624 / -0.623 hartree
Lowest unoccupied orbital energy (spin up / spin down)   -5.211 / -11.516 eV
Orbital gap (spin up / spin down)   11.76 / 5.43 eV
2S+1   2
Charge   +2

Here is a molecular structure, CH3BrO2S in a non-equilibrium geometry from the Open Molecules 2025 dataset. Energies are from ωB97M-V/def2-TZVPD.

XYZ file:
```
8
Properties=species:S:1:pos:R:3:forces:R:3:lowdin_charge:R:1
C -0.813457 0.484775 -0.008706 -1.217 -1.526 0.193 -0.194
O 0.660771 -1.457783 1.259908 0.458 -0.139 2.202 -0.364
O 0.168969 -1.736454 -1.099950 -0.091 -0.052 -0.766 -0.368
S 0.466409 -0.840332 -0.006846 -2.019 -1.011 -1.463 0.526
Br 2.444166 1.187308 0.165727 0.988 0.749 0.182 0.346
H -0.776243 0.669559 -1.025585 0.033 0.697 -2.230 0.016
H -0.250889 1.196606 0.462917 0.757 2.251 1.439 -0.058
H -1.899726 0.496318 0.252535 1.092 -0.971 0.444 0.096
```
Positions in Å, forces in eV/Å.

## Properties
HOMO energy (spin up / spin down)   -0.327 / -0.420 hartree
Lowest unoccupied orbital energy (spin up / spin down)   0.634 / -4.413 eV
ΔE to the lowest compared entry with this formula, charge and spin   8.2 kJ/mol
Orbital gap (spin up / spin down)   9.54 / 7.00 eV
2S+1   3

Here is a single C4H7NO2 molecule from the Open Molecules 2025 dataset. Energies are from ωB97M-V/def2-TZVPD.

XYZ file:
```
14
Properties=species:S:1:pos:R:3:forces:R:3:lowdin_charge:R:1
C 1.259938 0.024995 1.142124 -0.017 0.078 -0.045 -0.028
C 0.796535 -0.029584 -0.312512 0.067 0.026 -0.033 -0.313
C -0.364883 -1.008043 -0.585836 0.079 0.011 -0.012 -0.119
N -1.463878 -0.111727 -0.314678 -0.220 0.144 -0.009 0.088
C -1.121073 1.206005 -0.482548 -0.269 0.037 0.103 -0.573
O -1.840250 2.169315 -0.490213 0.159 -0.284 -0.037 0.107
O 0.226621 1.261031 -0.628595 -0.167 0.119 0.121 0.039
H 0.382829 0.185622 1.780461 0.135 0.011 -0.096 0.091
H 1.923961 0.884516 1.252994 -0.048 -0.079 0.072 0.084
H 1.781315 -0.863285 1.520021 -0.126 0.052 -0.426 0.084
H 1.584874 -0.102793 -1.057825 0.290 -0.478 0.339 0.145
H -0.397466 -1.888453 0.067409 0.240 0.293 -0.010 0.126
H -0.336198 -1.359634 -1.628048 -0.122 0.103 0.153 0.121
H -2.432324 -0.367965 -0.262754 0.000 -0.032 -0.119 0.149
```
Positions in Å, forces in eV/Å.

## Properties
HOMO energy   -0.366 hartree
Lowest unoccupied orbital energy   0.772 eV
ΔE to the lowest compared entry with this formula, charge and spin   11.2 kJ/mol
Orbital gap   10.74 eV
Structure (SMILES)   C[C@H]1CNC(=O)O1

Here is a single C6H11N molecule in a non-equilibrium geometry from the Open Molecules 2025 dataset. Energies are from ωB97M-V/def2-TZVPD.

XYZ file:
```
18
Properties=species:S:1:pos:R:3:forces:R:3:lowdin_charge:R:1
C -0.208703 1.976550 -0.038546 0.939 -0.139 0.064 -0.064
C 0.177278 0.543965 -0.320856 1.142 -0.705 -1.035 -0.313
C 1.460035 0.138429 -0.457095 -2.560 0.802 0.865 -0.181
N 2.525966 1.002687 -0.206733 0.893 -1.019 -0.409 0.045
C -0.920133 -0.486768 -0.580882 -0.285 1.410 0.983 -0.191
C -1.364004 -1.112952 0.698016 -0.245 -1.877 0.725 -0.196
C -1.924491 -2.325104 0.796131 1.002 -0.277 -0.281 -0.016
H -1.292890 2.009869 0.071618 0.183 0.660 -0.088 0.075
H 0.304329 2.427676 0.822169 -0.459 -0.555 0.604 0.067
H 0.241332 2.663461 -0.776379 -0.846 -0.333 -0.515 0.087
H 1.527284 -0.921465 -0.661301 1.066 0.028 -0.197 0.115
H 2.342326 1.650711 0.537698 -0.108 0.219 0.188 0.067
H 3.360315 0.470060 0.003135 0.130 0.322 -0.034 0.078
H -0.726174 -1.244438 -1.343848 0.177 0.199 0.020 0.117
H -1.794161 0.110158 -0.872599 0.014 -0.261 -0.529 0.110
H -1.118566 -0.699712 1.669167 -0.414 1.054 -0.171 0.102
H -2.289498 -2.735983 1.730953 0.198 0.156 0.062 0.044
H -1.772506 -3.059368 0.002463 -0.826 0.316 -0.249 0.054
```
Positions in Å, forces in eV/Å.

## Properties
HOMO energy   -0.289 hartree
Lowest unoccupied orbital energy   0.999 eV
ΔE to the lowest compared entry with this formula, charge and spin   179.4 kJ/mol
Orbital gap   8.87 eV
Structure (SMILES)   C=CC/C(C)=C/N